ORCA calculation (ωB97M-V/def2-TZVPD) on a structure of composition C31H29MoN8OSSi.

Properties
Largest force on an atom in eV Å⁻¹: 0.89
HOMO-LUMO gap in eV: 5.3
Energy in eV: -67132.0079
Spin multiplicity: 1
Total charge: +3
Lowest unoccupied orbital energy in eV: -10.6781
Highest occupied orbital energy in eV: -15.9

Last column: Löwdin charge in e.
Geometry (Å):
Mo -0.347 0.441 0.205  1.699
S -0.455 -2.383 6.183  1.150
Si 3.228 0.455 0.132  0.521
O 1.370 0.488 0.136  -0.448
N -1.885 3.418 -8.181  0.113
N -0.702 2.536 0.506  -0.026
N -2.577 -3.281 -2.166  0.160
N -0.578 5.304 0.509  0.162
N -0.668 -0.435 2.091  -0.161
N -1.006 1.115 -1.622  -0.047
N -1.539 -1.189 -0.664  -0.013
N 1.778 -6.294 5.594  0.097
C 3.596 2.023 1.024  -0.147
C -0.561 4.616 1.639  -0.035
C -1.212 0.110 3.214  -0.113
C -0.741 3.242 -0.656  -0.153
C 1.802 -3.945 6.056  -0.071
C 0.420 -3.913 5.936  -0.530
C -0.667 4.624 -0.629  -0.003
C 3.564 -1.102 1.060  -0.150
C 3.590 0.423 -1.673  -0.147
C -0.039 -1.633 2.262  -0.162
C -1.577 2.497 -5.574  -0.179
C -1.664 -1.096 -2.019  -0.149
C -1.159 -0.473 4.444  -0.050
C -1.583 0.661 -3.874  0.100
C -2.152 -2.164 -2.750  -0.005
C -1.404 2.018 -4.200  -0.069
C 0.452 -6.247 5.513  -0.106
C -1.385 0.247 -2.581  -0.158
C -2.543 -3.334 -0.846  -0.033
C -1.020 3.994 -7.353  -0.089
C 0.080 -2.280 3.458  -0.020
C 2.431 -5.171 5.872  -0.108
C -0.493 -1.709 4.615  -0.480
C -0.836 3.583 -6.041  0.005
C -1.099 2.913 -3.157  0.098
C -0.611 3.224 1.647  -0.043
C -0.925 2.437 -1.880  -0.160
C -2.600 2.393 -7.730  -0.088
C -2.478 1.886 -6.445  0.008
C -2.012 -2.295 -0.082  -0.047
C -0.284 -5.079 5.677  -0.067
H -2.217 -2.122 -3.830  0.140
H -1.634 0.017 5.284  0.130
H 3.114 2.048 2.003  0.045
H -1.973 -2.362 0.994  0.110
H -0.050 -7.185 5.313  0.123
H 4.673 2.107 1.196  0.063
H -0.096 4.080 -5.426  0.118
H 0.413 -2.070 1.377  0.113
H 0.610 -3.221 3.506  0.124
H 3.297 2.901 0.449  0.046
H 3.508 -5.249 5.959  0.122
H -1.364 -5.090 5.622  0.116
H 3.176 -1.056 2.080  0.041
H 4.667 0.315 -1.827  0.063
H -0.679 5.204 -1.544  0.140
H 2.372 -3.059 6.303  0.115
H -0.495 5.170 2.567  0.141
H -2.935 -4.223 -0.367  0.140
H -1.871 -0.042 -4.642  0.132
H 3.111 -0.424 -2.168  0.047
H -1.052 3.973 -3.364  0.133
H -3.112 1.066 -6.135  0.118
H 3.156 -1.977 0.552  0.047
H -3.305 1.956 -8.427  0.127
H -0.447 4.820 -7.755  0.127
H 3.289 1.348 -2.166  0.046
H -1.761 1.034 3.087  0.110
H -0.548 2.671 2.573  0.108
H 4.644 -1.255 1.133  0.063

---

ORCA calculation (ωB97M-V/def2-TZVPD) on a structure of composition C19H17AsBr4N2O2PdS.

Properties
Largest force on an atom in eV Å⁻¹: 0.45
HOMO-LUMO gap (spin up / spin down) in eV: 7.0 / 4.5
Energy in eV: -382360.4641
Spin multiplicity: 5
Total charge: +2
Lowest unoccupied orbital energy (spin up / spin down) in eV: -6.5056 / -9.1652
Highest occupied orbital energy (spin up / spin down) in eV: -13.5 / -13.6
Expectation value of S²: 6.02

Last column: Löwdin spin population.
Geometry (Å):
Pd -0.148 -0.258 0.456  1.246
Br -3.267 -3.847 2.571  0.144
Br -3.543 2.592 3.187  0.156
Br -5.532 -2.528 4.569  0.050
Br -5.680 0.734 4.867  0.060
As -0.859 0.591 -1.740  0.201
S 2.004 0.737 1.203  0.150
O -1.692 -1.748 1.158  0.303
O -1.779 0.943 1.445  0.323
N 1.501 -1.764 0.593  0.072
N 3.195 -1.471 2.165  0.006
C -0.945 2.551 -1.596  0.032
C 3.309 -2.802 2.354  0.004
C -3.410 -2.030 2.751  0.270
C -4.966 3.985 -2.032  0.005
C -2.347 3.069 -1.750  0.003
C 0.206 0.281 -3.314  0.042
C -4.223 3.648 -3.154  0.000
C -4.401 3.868 -0.774  0.001
C -3.535 0.775 3.009  0.277
C 2.477 -3.650 1.689  0.004
C 1.574 -3.070 0.793  0.011
C -3.096 3.408 -0.634  0.005
C -2.920 3.193 -3.011  0.004
C -2.508 -1.238 1.953  0.138
C 2.272 -0.923 1.330  0.024
C -2.563 0.224 2.098  0.137
C -4.439 -0.057 3.745  0.139
C -4.376 -1.436 3.619  0.126
C -2.622 -0.023 -2.223  0.040
H 4.072 -3.129 3.046  0.000
H -2.713 -1.076 -1.962  0.002
H -0.283 2.917 -2.381  0.003
H 0.909 -3.683 0.197  0.001
H -2.762 0.103 -3.294  0.007
H -4.973 4.151 0.102  0.000
H 0.220 -0.778 -3.561  0.000
H -0.518 2.806 -0.629  0.002
H 3.803 -0.834 2.668  0.003
H -0.253 0.841 -4.127  0.008
H -3.366 0.562 -1.685  0.000
H -4.655 3.752 -4.141  0.000
H -2.335 2.949 -3.892  0.000
H 1.221 0.632 -3.148  0.000
H -5.979 4.351 -2.143  0.000
H 2.531 -4.718 1.833  0.000
H -2.646 3.325 0.349  0.001

---

ORCA calculation (ωB97M-V/def2-TZVPD) on a structure of composition C5H12O2S in a non-equilibrium geometry.

Properties
Largest force on an atom in eV Å⁻¹: 5.26
HOMO-LUMO gap (spin up / spin down) in eV: 7.8 / 7.6
Energy in eV: -20303.7512
Spin multiplicity: 1
Total charge: 0
Lowest unoccupied orbital energy (spin up / spin down) in eV: -0.9684 / -0.7822
Highest occupied orbital energy (spin up / spin down) in eV: -8.7 / -8.4

Last column: Löwdin charge in e.
Geometry (Å):
S 0.834 -0.685 0.152  0.905
O 2.673 0.263 -0.824  -0.274
O 0.923 -0.906 1.569  -0.374
C -0.288 0.779 -0.228  -0.241
C 3.407 0.563 0.224  -0.374
C -2.499 -0.533 -0.113  -0.104
C -1.568 0.563 0.577  -0.258
C 0.200 -2.058 -0.617  -0.195
H 0.647 -2.942 -0.314  -0.008
H 3.850 -0.299 0.766  0.064
H 3.034 1.257 1.031  0.078
H 0.256 1.635 0.078  0.069
H -2.805 -0.318 -1.160  0.088
H -3.407 -0.618 0.445  0.055
H -2.185 1.459 0.383  0.111
H 0.503 -2.053 -1.705  0.054
H -1.570 0.484 1.614  0.082
H -0.553 0.860 -1.392  0.163
H -2.138 -1.526 -0.081  0.020
H 4.464 1.016 -0.247  0.140

---

ORCA calculation (ωB97M-V/def2-TZVPD) on a cluster of 8 separate species, C6H24O8 in total in a non-equilibrium geometry.

Properties
Largest force on an atom in eV Å⁻¹: 1.38
HOMO-LUMO gap in eV: 8.7
Energy in eV: -22990.2181
Spin multiplicity: 1
Structure (SMILES): CC(C)=C/C=C/O.O.O.O.O.O.O.O
Total charge: 0
Lowest unoccupied orbital energy in eV: -0.1150
Highest occupied orbital energy in eV: -8.8

Last column: Löwdin charge in e.
Geometry (Å):
O -2.415 -0.314 -2.609  -0.053
O 2.088 -1.587 2.904  -0.059
O 0.592 -3.272 -0.305  0.029
O 0.322 2.022 -3.141  -0.057
O 2.306 2.151 2.004  -0.055
O 1.864 3.386 -0.525  -0.073
O 2.875 -0.623 0.081  -0.043
O 1.260 -1.754 -2.972  -0.041
C -2.067 0.161 1.108  -0.341
C -0.230 -1.058 -0.011  -0.133
C -3.119 -0.836 0.735  -0.054
C -2.566 1.333 1.906  -0.064
C -0.761 0.017 0.851  -0.080
C 0.052 -2.283 0.431  -0.214
H 2.572 0.290 -0.042  0.032
H -3.408 1.799 1.397  0.080
H 2.395 -1.617 1.987  0.002
H -2.654 -1.717 0.313  0.068
H 1.061 3.674 -0.073  0.038
H 1.496 -1.894 -3.900  0.060
H 0.085 -0.818 -1.018  0.076
H 1.146 -1.767 2.863  0.010
H 3.695 -0.523 -0.425  0.060
H 0.724 -3.049 -1.238  0.080
H 0.804 -0.897 -2.935  0.015
H -2.012 0.567 -2.533  0.034
H 2.996 1.660 2.487  0.072
H -3.820 -0.373 0.023  0.089
H 1.263 2.059 -2.920  0.031
H 1.585 1.520 1.904  0.014
H -2.924 0.952 2.856  0.080
H -0.235 -2.632 1.413  0.129
H -3.812 -1.034 1.564  0.087
H -1.876 2.165 2.078  0.077
H -0.135 0.852 1.153  0.082
H -1.774 -0.743 -2.021  0.002
H 2.400 3.017 0.199  -0.001
H 0.226 1.165 -3.590  0.019